Here is C12H28NO15S3 as an isolated structure from the OMol25 dataset. Energies are from ωB97M-V/def2-TZVPD.

Results
net charge = -1
gap between HOMO and LUMO = 7.9 eV
energy relative to the best compared isomer or geometry (same formula, charge and spin) = 0.0000 eV
HOMO level = -5.5 eV
E_tot = -2851.6081 a.u.

```
59
Properties=species:S:1:pos:R:3:forces:R:3:nbo_charge:R:1
N 38.4700 31.9570 34.9360 1.434 1.994 2.585 0.69
O 38.5630 33.0680 34.2940 -0.630 -2.926 0.300 -0.53
O 38.6260 32.0280 36.2300 -0.673 -0.335 -2.349 -0.58
O 38.3410 30.8150 34.4300 -0.372 1.046 -0.597 -0.56
O 38.7300 24.7320 35.9730 1.560 0.681 -0.731 -0.93
S 39.9500 25.2850 35.3850 -2.671 -1.012 0.240 2.30
O 40.7630 24.4100 34.5770 -0.050 0.775 0.244 -0.93
O 39.4370 26.5890 34.4500 2.208 -0.664 3.790 -0.69
C 38.9280 26.3110 33.1990 -3.653 1.073 0.441 -0.06
C 38.6380 27.6420 32.5130 -2.989 -2.220 0.306 -0.61
C 40.9170 25.9520 36.7700 0.094 1.255 -3.488 -0.83
H 38.0170 25.6230 33.2820 0.983 1.105 -0.147 0.18
H 39.6090 25.8780 32.6200 3.013 -2.426 -2.238 0.17
H 38.0180 28.2680 33.1470 -0.227 0.147 -0.262 0.23
H 38.1690 27.3190 31.5700 -0.704 0.365 0.329 0.20
H 39.4240 28.1670 32.1420 2.910 1.434 -0.245 0.21
H 41.2100 25.2490 37.4870 0.059 -1.176 0.710 0.26
H 40.4520 26.8180 37.0950 -1.812 1.180 1.384 0.26
H 41.7180 26.4700 36.2800 1.259 -0.456 -0.299 0.24
O 41.5710 35.4170 40.9040 0.207 -0.001 0.643 -0.93
S 40.9950 35.4890 39.6100 -2.089 -1.541 1.837 2.37
O 41.4540 34.6100 38.5940 0.327 0.655 -0.854 -0.90
O 39.3870 35.0840 39.8460 4.518 1.908 4.770 -0.72
C 38.5880 34.7100 38.8760 -3.350 3.269 -2.722 0.00
C 37.2320 34.1300 39.4510 -1.378 -1.159 -0.930 -0.66
C 40.9530 37.1920 39.1810 4.134 -1.406 1.922 -0.86
H 39.0560 34.0190 38.2840 0.726 -1.977 -1.931 0.21
H 38.6220 35.8540 38.1250 -1.492 -3.392 1.413 0.08
H 37.2250 33.0530 39.9280 0.945 1.889 -1.288 0.23
H 36.5270 34.0590 38.5620 0.904 -0.107 0.926 0.23
H 36.6180 34.6530 40.2120 1.021 0.641 -0.424 0.21
H 41.9880 37.4350 38.8720 -0.597 0.168 0.553 0.26
H 40.4200 37.8610 39.7620 -0.391 0.950 2.144 0.25
H 40.4230 37.1490 38.3870 -3.450 0.023 -6.148 0.23
O 34.4050 32.3890 32.2810 1.241 -0.572 -0.133 -0.94
S 34.7800 31.3370 31.3590 -4.557 0.655 2.174 2.31
O 33.7460 30.2810 31.3220 2.603 0.675 -0.865 -0.94
O 34.7820 32.1550 29.9390 -0.060 -2.448 -0.414 -0.71
C 33.6690 31.8110 29.0220 -0.731 -1.428 1.368 -0.08
C 33.6870 32.7840 27.9480 1.795 0.606 -1.632 -0.62
C 36.4800 30.8820 31.6080 -1.643 -5.021 0.349 -0.86
H 32.7280 32.0590 29.4810 -0.244 -0.111 1.222 0.19
H 33.4350 30.6990 28.7140 1.685 1.895 0.627 0.21
H 34.5330 32.6680 27.2280 -0.561 0.420 0.594 0.20
H 33.5110 33.8040 28.2820 0.642 0.066 0.185 0.22
H 32.8010 32.5430 27.4640 -1.686 -0.340 -1.672 0.21
H 36.9620 30.3570 32.5070 -1.894 0.432 -0.660 0.32
H 36.8420 31.7740 31.7120 2.817 5.379 -0.137 0.25
H 36.7240 30.3300 30.7310 0.679 -0.076 -0.815 0.23
C 35.5760 29.9730 36.2520 5.433 -11.290 -4.130 -0.04
C 36.7910 29.2880 37.0080 1.099 4.235 2.024 -0.11
O 36.2030 28.4420 37.9630 -1.445 -0.390 -0.939 -0.50
C 34.8500 28.4060 37.6980 0.866 -1.031 0.588 0.97
O 34.1520 27.5900 38.2230 -0.400 0.779 -0.334 -0.60
O 34.5050 29.3600 36.8070 -3.113 -3.471 1.742 -0.49
H 35.7180 29.6310 35.1590 -0.607 1.477 1.487 0.18
H 35.3690 30.7960 36.5180 -1.136 12.317 1.942 0.17
H 37.4850 30.0190 37.6410 -1.522 -1.165 -1.766 0.21
H 37.3990 28.8580 36.2740 0.962 -1.353 -0.686 0.19
```
Forces are in eV/Å.